Arrangement 1

Here is a structure of composition C3H5NS2 from the Open Molecules 2025 dataset. Energies are from wB97M-V/def2-TZVPD.

```
11
C3H5NS2, DFT wB97M-V/def2-TZVPD
C -1.295 1.139 -0.026
C -1.510 -0.364 -0.089
C 2.301 -0.761 0.071
H -2.243 1.902 0.250
H -0.753 1.407 -0.913
H -0.366 1.149 0.772
H 2.995 -0.083 -0.458
H 2.511 -1.886 1.236
N 1.244 -0.091 -0.475
S -2.934 -1.093 -0.129
S 0.049 -1.320 -0.239
```

List of Mulliken charges in e, atom by atom: number 1, C, carries -0.925; number 2, C, carries 0.297; number 3, C, carries -0.370; number 4, H, carries 0.263; number 5, H, carries 0.346; number 6, H, carries 0.258; number 7, H, carries 0.323; number 8, H, carries 0.285; number 9, N, carries -0.278; number 10, S, carries -0.258; number 11, S, carries 0.057


Arrangement 2

11
Properties=species:S:1:pos:R:3 method="wB97M-V/def2-TZVPD" smiles="N=C=S.C=CS"
C 2.183 0.154 -1.205
C 1.456 -0.474 -0.344
C -2.803 -0.346 0.443
N -2.949 0.106 1.532
S -2.247 -1.089 -0.820
S 0.476 0.292 0.857
H 2.892 -0.607 -1.772
H 2.100 1.244 -1.344
H 1.514 -1.587 -0.058
H -3.542 0.647 2.109
H 0.920 1.659 0.602


Preferred: arrangement 2; penalty for the next structure: 3.902 eV.


Arrangement 1

22
Properties=species:S:1:pos:R:3 method="wB97M-V/def2-TZVPD" total_charge=-1
C 4.146 -0.086 0.139
C 2.709 0.429 -0.130
N 1.807 -0.309 0.705
C 0.448 -0.017 0.392
C -0.271 -0.880 -0.660
C -3.788 0.868 -0.252
C -3.814 -0.352 0.545
O -3.312 -1.408 0.253
H 4.748 -0.057 -0.774
H 4.648 0.521 0.897
H 4.018 -1.080 0.568
H 2.499 0.336 -1.220
H 2.690 1.501 0.179
H -0.098 -0.165 1.348
H 0.301 1.044 0.050
H -1.277 -0.460 -0.765
H -0.264 -1.941 -0.417
H 0.165 -0.748 -1.657
H -3.546 0.754 -1.295
H -4.564 1.554 0.063
H -2.898 0.773 0.523
H -4.350 -0.277 1.507


Arrangement 2

22
Properties=species:S:1:pos:R:3 method="wB97M-V/def2-TZVPD" smiles=CC(C)[C@@H](C)CO[NH-] total_charge=-1
C 1.551 1.399 0.651
C 1.059 0.223 -0.273
C 1.855 -1.055 0.145
C -0.489 0.134 -0.087
C -1.118 0.925 -1.291
C -1.085 -1.290 -0.150
O -2.501 -1.185 0.101
N -2.692 -1.033 1.519
H 1.256 1.147 1.685
H 0.965 2.294 0.373
H 2.633 1.577 0.573
H 1.360 0.525 -1.293
H 2.760 -0.710 0.686
H 1.322 -1.715 0.835
H 2.237 -1.572 -0.751
H -0.792 0.679 0.815
H -0.953 0.412 -2.252
H -2.179 1.147 -1.131
H -0.562 1.886 -1.356
H -0.965 -1.781 -1.140
H -0.714 -1.960 0.646
H -2.949 -0.048 1.699


Preferred: arrangement 2; penalty for the next structure: 0.394 eV.


Arrangement 1

22
Properties=species:S:1:pos:R:3 method="wB97M-V/def2-TZVPD" total_charge=-1
C 0.824 -0.885 -0.751
C -0.546 -1.356 -1.114
C -0.909 -1.552 -2.608
O -0.058 -0.968 -3.467
C -0.375 0.082 -0.717
N 0.248 0.800 2.806
C 0.809 1.937 2.638
C 0.118 3.282 2.391
H 1.388 -1.103 -1.632
H 1.193 -1.114 0.245
H -0.198 -4.369 -1.169
H -1.274 -1.812 -0.451
H -1.011 -2.659 -2.759
H -1.955 -1.162 -2.702
H -0.744 0.299 0.275
H -0.147 0.872 -1.436
H 0.532 -4.357 -0.965
H 0.260 1.141 1.699
H 1.908 2.113 2.764
H 0.700 3.815 1.631
H -0.898 3.157 2.004
H 0.135 3.839 3.315


Arrangement 2

22
Properties=species:S:1:pos:R:3 method="wB97M-V/def2-TZVPD" total_charge=-1
C 2.645 -0.847 -0.227
C 1.930 0.449 0.140
N 0.887 0.335 0.930
C -2.602 0.987 -0.287
C -1.382 1.005 0.630
C -0.351 -0.065 0.260
C -0.799 -1.576 0.475
O -0.984 -2.264 -0.659
H 3.179 -1.190 0.652
H 1.928 -1.626 -0.512
H 3.236 -0.736 -1.145
H 1.545 1.216 -1.788
H 2.670 1.190 0.493
H 1.430 0.863 -1.002
H -3.130 1.940 -0.281
H -3.295 0.228 0.091
H -2.358 0.643 -1.289
H -1.616 0.885 1.692
H -0.901 1.980 0.503
H -0.250 0.043 -0.823
H -1.767 -1.429 1.027
H -0.013 -2.032 1.120


Arrangement 3

22
Properties=species:S:1:pos:R:3 method="wB97M-V/def2-TZVPD" smiles=CC[C@@H](C)[C@@H](N)C[O-] total_charge=-1
C -0.522 2.202 1.039
O -1.008 3.015 0.122
C 0.418 1.055 0.209
C -0.306 -0.314 -0.115
C -1.097 -0.885 1.109
C 0.769 -1.291 -0.546
C 0.238 -2.461 -1.373
N 1.052 1.761 -0.888
H -1.336 1.720 1.645
H 0.238 2.650 1.728
H 1.180 0.782 0.990
H -1.007 0.084 -0.871
H -0.381 -0.919 1.946
H -1.706 -1.766 1.040
H -1.739 -0.017 1.291
H 1.518 -0.675 -1.110
H 1.412 -1.623 0.279
H 1.098 -3.021 -1.771
H -0.558 -2.981 -0.803
H -0.279 -2.003 -2.223
H 1.659 2.364 -0.339
H 0.357 2.324 -1.358


Arrangement 4

22
Properties=species:S:1:pos:R:3 method="wB97M-V/def2-TZVPD" total_charge=-1
C -0.088 -1.206 2.489
O -0.275 -1.981 3.567
C 1.278 -0.475 2.545
N 1.721 0.114 1.222
H -0.069 -1.798 1.530
H -0.897 -0.423 2.373
H 1.272 0.342 3.267
H 2.007 -1.221 2.875
H 2.726 0.004 1.175
H 1.368 -0.435 0.447
C -0.996 0.537 -0.444
C -0.653 0.395 -1.903
C 0.191 -0.537 -2.353
C -1.205 1.523 -2.754
H -0.404 1.295 0.074
H -0.855 -0.403 0.081
H -2.046 0.826 -0.307
H 0.551 -0.617 -3.368
H 0.453 -1.333 -1.664
H -1.147 1.282 -3.818
H -0.681 2.460 -2.562
H -2.250 1.652 -2.470


Preferred: arrangement 3; penalty for the next structure: 0.144 eV.